[1]
102
Properties=species:S:1:pos:R:3:lowdin_charge:R:1 method="wB97M-V/def2-TZVPD" relative_energy_kcal_mol=0.0 lumo_energy_ev=1.47 charge=-1 gap_ha=0.153
Zr 0.469 -0.101 -0.212 1.776
C 4.000 2.180 6.493 -0.024
C 3.979 0.705 6.106 -0.311
C 3.679 -0.225 7.273 -0.137
C 2.271 0.010 7.801 -0.135
C 1.268 -0.041 6.678 -0.134
C -0.056 -0.329 6.924 0.049
C -0.971 -0.392 5.878 -0.255
F -2.251 -0.682 6.182 0.066
C -0.607 -0.185 4.579 0.090
C 0.733 0.115 4.306 -0.032
C 1.137 0.328 2.912 -0.266
O 0.268 0.257 2.020 -0.103
C 2.516 0.614 2.691 -0.016
C 3.355 0.680 3.763 0.038
N 2.992 0.476 5.039 0.011
C 1.666 0.190 5.346 -0.071
C 3.109 0.916 1.332 -0.576
O 4.289 1.220 1.268 0.054
O 2.284 0.863 0.348 -0.153
H 4.724 2.352 7.291 0.087
H 3.019 2.512 6.835 0.084
H 4.280 2.793 5.636 0.086
H 4.945 0.434 5.680 0.147
H 4.420 -0.064 8.057 0.120
H 3.777 -1.259 6.933 0.129
H 2.216 0.980 8.303 0.118
H 2.015 -0.740 8.550 0.120
H -0.398 -0.524 7.933 0.131
H -1.311 -0.260 3.762 0.143
H 4.395 0.920 3.580 0.149
C -0.284 -2.055 0.097 -0.175
C -0.911 -2.222 -0.979 -0.264
C -1.626 -2.368 -2.157 -0.210
C -1.175 -3.365 -3.124 -0.189
C 0.182 -3.728 -3.218 -0.038
C 0.617 -4.687 -4.117 -0.102
C -0.281 -5.347 -4.950 -0.133
C -1.630 -5.028 -4.849 -0.130
C -2.068 -4.058 -3.963 -0.065
C -2.777 -1.500 -2.373 -0.182
C -3.242 -1.170 -3.662 -0.051
C -4.293 -0.290 -3.858 -0.106
C -4.937 0.304 -2.778 -0.143
C -4.485 0.005 -1.497 -0.124
C -3.429 -0.867 -1.296 -0.050
H 0.900 -3.234 -2.574 0.099
H 1.676 -4.917 -4.172 0.095
H 0.062 -6.094 -5.655 0.084
H -2.355 -5.544 -5.470 0.093
H -3.127 -3.844 -3.893 0.108
H -2.744 -1.590 -4.526 0.090
H -4.597 -0.051 -4.872 0.093
H -5.759 0.992 -2.931 0.085
H -4.961 0.463 -0.636 0.090
H -3.082 -1.069 -0.290 0.103
C -2.271 3.065 -2.121 -0.145
Si -1.536 2.703 -0.444 0.286
C -0.071 3.834 -0.134 -0.166
C -2.819 2.969 0.897 -0.160
O -1.023 1.157 -0.367 -0.467
H -2.672 4.081 -2.179 0.029
H -3.071 2.357 -2.352 0.016
H -1.504 2.957 -2.893 0.019
H -0.348 4.891 -0.156 0.024
H 0.699 3.668 -0.891 0.032
H 0.377 3.621 0.841 0.024
H -3.183 4.000 0.911 0.024
H -2.396 2.742 1.878 0.023
H -3.673 2.308 0.737 0.017
C -2.747 -1.473 -8.784 -0.054
C -2.253 -0.434 -7.813 -0.233
C -2.755 0.861 -7.873 -0.066
C -2.345 1.822 -6.961 -0.089
C -1.402 1.497 -6.006 -0.016
C -0.880 0.207 -5.940 -0.207
N 0.031 -0.081 -4.902 0.122
C 1.319 -0.525 -5.057 -0.176
C 1.888 -0.723 -6.325 -0.027
C 3.166 -1.229 -6.458 -0.089
C 3.934 -1.553 -5.344 -0.102
C 3.397 -1.334 -4.089 -0.022
C 2.119 -0.810 -3.929 -0.073
C 1.642 -0.555 -2.556 -0.573
O 0.694 0.296 -2.365 -0.142
O 2.120 -1.141 -1.559 -0.064
C -1.322 -0.783 -6.826 -0.175
C -0.864 -2.208 -6.697 -0.035
H -3.380 -1.018 -9.546 0.070
H -3.332 -2.243 -8.275 0.082
H -1.920 -1.982 -9.282 0.080
H -3.486 1.111 -8.634 0.100
H -2.754 2.824 -7.001 0.097
H -1.058 2.234 -5.290 0.106
H -0.207 0.238 -3.970 0.117
H 1.311 -0.471 -7.204 0.108
H 3.571 -1.370 -7.453 0.098
H 4.932 -1.955 -5.455 0.091
H 3.959 -1.557 -3.191 0.119
H -0.130 -2.471 -7.464 0.091
H -1.705 -2.893 -6.803 0.074
H -0.411 -2.400 -5.726 0.068

=====

[2]
18
Properties=species:S:1:pos:R:3:lowdin_charge:R:1 method="wB97M-V/def2-TZVPD" relative_energy_kcal_mol=43.6 lumo_energy_ev=0.84 smiles="N/C=C/N.NCO" gap_ha=0.338
N 0.543 -1.479 -1.021 0.005
C 0.518 -1.869 0.336 -0.230
C -0.576 -2.170 1.024 -0.222
N -0.462 -2.542 2.409 -0.018
H 1.416 -1.735 -1.455 0.061
H 0.468 -0.467 -1.121 0.025
H 1.463 -1.880 0.879 0.103
H -1.579 -2.198 0.608 0.097
H -0.620 -3.539 2.539 0.065
H -1.155 -2.068 2.959 0.050
N 0.824 1.678 -1.099 0.012
C -0.428 2.366 -0.962 -0.364
O -0.180 3.703 -0.582 -0.065
H 1.367 2.016 -1.893 0.086
H 1.364 1.853 -0.259 0.084
H -0.996 2.284 -1.891 0.115
H -1.014 1.857 -0.190 0.113
H -0.954 4.191 -0.280 0.084

=====

[3]
92
Properties=species:S:1:pos:R:3:lowdin_charge:R:1 method="wB97M-V/def2-TZVPD" lumo_energy_ev=0.47 charge=-1 gap_ha=0.207
C 1.354 0.523 5.990 -0.054
C 2.134 -0.725 6.243 -0.175
C 3.451 -1.192 5.385 -0.193
C 3.019 -1.428 3.811 -0.147
C 4.047 -0.826 2.668 -0.008
C 3.641 -1.016 1.078 -0.154
C 4.712 -0.351 -0.017 -0.174
C 4.534 1.300 0.172 -0.261
C 4.407 2.101 -1.262 -0.443
S 3.058 3.430 -1.017 0.772
C 3.454 4.943 -2.048 -0.980
S 4.259 6.236 -1.247 0.591
N 3.172 5.137 -3.521 -0.236
C 1.743 4.824 -3.900 -0.163
C 1.401 3.233 -4.094 -0.196
O 2.571 2.346 -4.182 -0.234
C 3.630 2.966 -4.992 -0.166
C 4.187 4.354 -4.322 -0.162
C 2.287 -1.795 0.581 -0.336
C 1.232 -2.394 1.698 -0.113
C 1.656 -2.201 3.304 0.044
N -0.057 -3.107 1.350 0.036
C -0.795 -2.462 0.197 -0.090
C -2.454 -2.264 0.267 -0.066
C -3.327 -2.714 1.592 -0.184
C -3.144 -1.705 2.888 -0.210
C -2.896 -0.133 2.495 -0.224
C -4.174 0.536 1.688 -0.210
C -3.731 1.694 0.591 -0.211
C -4.980 2.723 0.255 -0.265
C -5.605 2.553 -1.255 -0.173
C -3.296 -1.596 -1.015 0.013
C -2.553 -1.094 -2.417 -0.188
N -3.443 -0.551 -3.514 -0.089
C -3.263 0.933 -3.741 -0.271
C -2.846 1.096 -5.353 -0.134
C -0.920 -1.243 -2.465 -0.026
C -0.089 -1.902 -1.198 -0.368
S 1.814 -2.074 -1.249 0.784
H 1.407 1.360 6.825 0.060
H 0.714 0.643 5.016 0.062
H 1.813 -1.421 7.147 0.102
H 4.249 -0.305 5.389 0.114
H 3.988 -2.108 5.883 0.112
H 5.033 -0.254 2.991 0.095
H 5.780 -0.688 0.360 0.113
H 4.476 -0.669 -1.121 0.089
H 3.502 1.480 0.738 0.097
H 5.367 1.739 0.893 0.120
H 5.458 2.565 -1.492 0.090
H 4.097 1.319 -2.108 0.092
H 0.999 5.257 -3.096 0.137
H 1.512 5.371 -4.927 0.133
H 0.671 3.000 -4.999 0.129
H 0.795 2.899 -3.122 0.124
H 3.195 3.219 -6.050 0.127
H 4.518 2.169 -5.045 0.147
H 5.071 4.083 -3.567 0.120
H 4.690 5.088 -5.117 0.136
H 0.899 -2.662 4.102 0.103
H -0.635 -3.066 2.237 0.095
H -4.465 -2.918 1.340 0.115
H -2.896 -3.767 1.950 0.121
H -2.201 -2.046 3.523 0.108
H -4.107 -1.801 3.562 0.117
H -2.823 0.465 3.525 0.111
H -1.852 0.063 1.956 0.120
H -4.842 1.063 2.508 0.108
H -4.789 -0.298 1.120 0.098
H -3.303 1.197 -0.396 0.097
H -2.860 2.369 1.018 0.110
H -5.890 2.615 1.012 0.105
H -4.605 3.852 0.331 0.107
H -6.626 3.167 -1.266 0.075
H -5.835 1.435 -1.548 0.073
H -4.928 3.043 -2.099 0.068
H -4.462 -1.490 -0.889 0.082
H -4.444 -0.821 -3.396 0.104
H -2.482 1.434 -3.029 0.119
H -4.346 1.426 -3.667 0.098
H -2.038 0.263 -5.611 0.076
H -3.793 0.841 -6.003 0.073
H -2.405 2.167 -5.550 0.063
H -0.389 -0.864 -3.465 0.096
C 0.302 -8.012 3.585 -0.580
F 0.070 -9.216 2.970 0.075
F -0.381 -8.063 4.774 0.072
F 1.632 -8.014 3.920 0.075
S -0.182 -6.548 2.528 0.467
O -1.619 -6.708 2.270 -0.362
O 0.638 -6.653 1.313 -0.349
O 0.131 -5.360 3.334 -0.376

=====

[4]
27
Properties=species:S:1:pos:R:3:lowdin_charge:R:1 method="wB97M-V/def2-TZVPD" relative_energy_kcal_mol=0.0 lumo_energy_ev=1.60 charge=-1 gap_ha=0.275
O -3.969 2.894 1.360 0.037
N -2.746 3.096 1.428 -0.336
O -2.289 4.251 1.651 -0.004
C -1.751 2.034 1.210 -0.086
C -0.358 2.228 1.108 0.076
C 0.556 1.178 1.103 -0.141
N 1.934 1.517 1.140 -0.353
O 2.262 2.722 1.288 0.005
O 2.778 0.601 0.997 0.019
C 0.209 -0.259 0.843 -0.058
N -1.269 -0.313 0.853 -0.030
N -1.955 -1.499 0.677 0.032
N -3.208 -1.205 0.748 -0.050
N -3.410 0.136 0.858 0.062
C -2.183 0.688 0.946 -0.252
H 0.079 3.227 1.107 0.130
H 0.738 -0.939 1.612 0.175
N 0.580 -0.930 -0.614 0.025
C 0.234 -0.659 -1.904 -0.144
N 0.832 -1.442 -2.830 0.124
C 1.606 -2.299 -2.086 -0.214
N 2.521 -3.259 -2.714 -0.319
O 3.187 -3.988 -1.932 0.013
O 2.656 -3.334 -3.949 0.045
C 1.450 -1.981 -0.706 -0.003
H -0.418 0.100 -2.267 0.116
H 1.934 -2.564 0.073 0.128

=====

[5]
130
Properties=species:S:1:pos:R:3:lowdin_charge:R:1 method="wB97M-V/def2-TZVPD" lumo_energy_ev=0.27 smiles="C[C@@H](Br)C[C@](C#N)(P(C)O)[C@](Cl)(C#N)CC(=O)c1ccccc1.O=S1(=O)CCCC1.O=S1(=O)CCCC1.O=S1(=O)CCCC1.O=S1(=O)CCCC1.O=S1(=O)CCCC1.O=S1(=O)CCCC1" gap_ha=0.295
C -0.068 -1.829 2.941 -0.183
C 0.246 -3.426 2.946 -0.651
Br -1.012 -4.224 4.343 0.604
C -0.061 -4.245 1.569 -0.273
C 0.480 -3.590 0.182 -0.473
C 0.724 -4.896 -0.840 -0.157
N 0.873 -5.956 -1.603 0.106
P 2.275 -2.955 0.538 0.994
C 3.276 -4.280 1.547 -0.265
O 3.179 -2.887 -0.991 -0.371
C -0.480 -2.533 -0.591 -0.576
Cl -2.250 -2.454 0.087 0.664
C -0.737 -3.172 -2.119 -0.161
N -0.769 -3.464 -3.378 0.136
C -0.005 -0.974 -0.600 -0.152
C 1.121 -0.516 -1.667 -0.244
O 1.258 -0.843 -2.951 -0.025
C 2.248 0.595 -1.118 -0.075
C 3.869 0.370 -1.149 0.003
C 4.789 1.625 -0.535 -0.035
C 4.105 3.029 0.064 -0.044
C 2.475 3.258 0.053 -0.035
C 1.566 2.013 -0.551 0.000
H 0.866 -1.281 2.481 0.072
H -1.097 -1.505 2.490 0.078
H -0.098 -1.487 4.085 0.020
H 1.317 -3.576 3.400 0.094
H -1.200 -4.604 1.550 0.106
H 0.538 -5.275 1.682 0.124
H 2.608 -4.916 2.266 0.042
H 3.680 -5.041 0.721 0.055
H 4.233 -3.817 2.042 0.073
H 4.146 -2.694 -0.813 0.025
H 0.346 -0.613 0.474 0.112
H -0.984 -0.328 -0.825 0.132
H 4.351 -0.623 -1.546 0.074
H 5.969 1.594 -0.476 0.046
H 4.758 3.907 0.521 0.089
H 1.910 4.205 0.463 0.046
H 0.402 2.147 -0.535 0.077
O -4.785 -0.459 -0.113 -0.352
S -4.589 0.211 -1.381 0.646
O -3.646 1.299 -1.546 -0.350
C -4.266 -1.022 -2.626 -0.243
C -5.645 -1.409 -3.139 -0.215
C -6.415 -0.097 -3.284 -0.220
C -6.183 0.715 -2.011 -0.239
H -3.719 -1.860 -2.190 0.062
H -3.670 -0.553 -3.415 0.116
H -5.584 -1.951 -4.087 0.121
H -6.149 -2.055 -2.411 0.124
H -6.033 0.457 -4.150 0.121
H -7.483 -0.271 -3.452 0.099
H -6.170 1.788 -2.215 0.105
H -6.935 0.489 -1.249 0.086
O 0.359 5.660 -0.121 -0.330
S -0.488 5.164 0.944 0.656
O 0.038 4.417 2.069 -0.331
C -1.468 6.518 1.563 -0.236
C -2.711 6.513 0.686 -0.227
C -3.110 5.046 0.541 -0.218
C -1.843 4.256 0.217 -0.229
H -0.901 7.449 1.500 0.110
H -1.720 6.300 2.605 0.110
H -3.515 7.111 1.125 0.116
H -2.477 6.932 -0.300 0.122
H -3.536 4.688 1.486 0.120
H -3.871 4.908 -0.234 0.118
H -1.876 3.250 0.642 0.106
H -1.673 4.198 -0.862 0.112
O 8.087 -3.820 -1.060 -0.314
S 6.792 -4.339 -1.446 0.679
O 5.726 -4.554 -0.488 -0.345
C 6.165 -3.350 -2.790 -0.235
C 6.714 -4.023 -4.039 -0.221
C 6.544 -5.524 -3.810 -0.217
C 7.038 -5.831 -2.397 -0.224
H 6.495 -2.316 -2.678 0.106
H 5.072 -3.402 -2.762 0.101
H 6.190 -3.688 -4.939 0.120
H 7.777 -3.785 -4.157 0.121
H 5.483 -5.788 -3.894 0.124
H 7.089 -6.112 -4.555 0.117
H 6.474 -6.649 -1.942 0.108
H 8.106 -6.066 -2.389 0.107
O 7.626 0.730 -1.713 -0.336
S 7.785 2.059 -2.264 0.663
O 7.084 3.210 -1.729 -0.334
C 9.525 2.434 -2.344 -0.232
C 9.960 1.909 -3.704 -0.227
C 8.859 2.322 -4.679 -0.221
C 7.519 1.979 -4.029 -0.219
H 10.048 1.958 -1.512 0.112
H 9.637 3.520 -2.287 0.111
H 10.934 2.312 -3.997 0.118
H 10.040 0.816 -3.677 0.122
H 8.916 3.402 -4.858 0.120
H 8.967 1.823 -5.647 0.117
H 6.741 2.692 -4.312 0.111
H 7.202 0.962 -4.278 0.107
O -11.492 1.307 -2.803 -0.313
S -10.502 1.195 -1.752 0.685
O -9.226 0.539 -1.956 -0.332
C -10.213 2.816 -1.073 -0.234
C -11.249 2.951 0.033 -0.226
C -11.255 1.608 0.761 -0.220
C -11.289 0.510 -0.302 -0.224
H -10.316 3.572 -1.853 0.112
H -9.198 2.832 -0.665 0.109
H -11.011 3.778 0.708 0.118
H -12.238 3.141 -0.401 0.123
H -10.341 1.514 1.359 0.120
H -12.105 1.522 1.445 0.118
H -10.743 -0.380 0.022 0.108
H -12.315 0.242 -0.567 0.109
O -1.651 -0.666 5.178 -0.337
S -0.662 -0.779 6.229 0.650
O 0.615 -1.434 6.025 -0.343
C -0.372 0.843 6.908 -0.228
C -1.409 0.978 8.014 -0.227
C -1.414 -0.366 8.742 -0.221
C -1.448 -1.463 7.680 -0.222
H -0.476 1.599 6.128 0.114
H 0.643 0.859 7.316 0.112
H -1.171 1.805 8.689 0.118
H -2.398 1.167 7.580 0.121
H -0.500 -0.460 9.340 0.120
H -2.264 -0.452 9.426 0.117
H -0.903 -2.353 8.003 0.109
H -2.475 -1.731 7.414 0.111

=====

[6]
11
Properties=species:S:1:pos:R:3:lowdin_charge:R:1 method="wB97M-V/def2-TZVPD" relative_energy_kcal_mol=95.1 lumo_energy_ev=0.43 gap_ha=0.327
C -1.087 0.870 2.101 -0.061
N -0.292 0.658 1.037 -0.090
N -0.885 0.152 -0.186 -0.043
C -0.236 -0.342 -1.186 -0.204
C 1.260 -0.625 -1.331 -0.061
H -0.280 0.994 3.066 0.112
H -2.215 1.078 2.262 0.077
H -0.870 -0.461 -2.017 0.076
H 1.645 -0.507 -0.410 -0.005
H 1.657 0.005 -2.091 0.064
H 1.303 -1.822 -1.245 0.135

=====

[7]
99
Properties=species:S:1:pos:R:3:lowdin_charge:R:1 method="wB97M-V/def2-TZVPD" lumo_energy_ev=1.62 charge=-1 gap_ha=0.232
C -2.474 6.014 -1.857 -0.125
C -1.627 5.144 -0.929 -0.247
C -1.710 3.628 -1.181 -0.218
C -1.827 3.181 -2.630 -0.218
C -2.135 1.677 -2.758 -0.216
C -0.982 0.794 -2.233 -0.190
C -1.311 -0.302 -1.199 -0.196
C -2.293 0.075 -0.078 -0.202
C -1.666 -0.031 1.323 -0.192
C -0.494 0.936 1.475 -0.246
N -0.158 1.181 2.889 -0.065
C 0.882 2.203 2.987 -0.628
Cl 0.172 3.753 3.608 0.554
C 2.147 1.830 3.824 -0.799
O 2.013 0.925 4.659 -0.065
O 3.153 2.485 3.511 -0.075
H -2.058 6.062 -2.860 0.059
H -3.492 5.618 -1.877 0.070
H -2.525 7.023 -1.448 0.065
H -1.991 5.313 0.090 0.102
H -0.591 5.473 -0.910 0.080
H -2.598 3.252 -0.662 0.108
H -0.836 3.179 -0.710 0.090
H -2.616 3.733 -3.142 0.097
H -0.903 3.357 -3.193 0.117
H -2.237 1.475 -3.827 0.098
H -3.097 1.439 -2.312 0.087
H -0.568 0.278 -3.104 0.100
H -0.164 1.411 -1.856 0.099
H -0.364 -0.556 -0.718 0.095
H -1.624 -1.202 -1.727 0.091
H -2.672 1.090 -0.184 0.086
H -3.146 -0.607 -0.109 0.096
H -2.427 0.290 2.041 0.107
H -1.372 -1.055 1.551 0.111
H -0.804 1.880 1.006 0.100
H 0.393 0.566 0.962 0.117
H -0.997 1.595 3.279 0.067
H 1.239 2.451 1.988 0.083
O 3.840 -2.158 1.069 0.101
C 3.669 -2.365 2.238 -0.497
O 3.063 -3.497 2.680 0.013
C 2.903 -3.440 4.111 -0.152
C 3.960 -2.457 4.592 -0.138
C 4.039 -1.490 3.415 -0.069
H 1.891 -3.095 4.330 0.129
H 3.034 -4.444 4.510 0.117
H 3.703 -1.976 5.533 0.121
H 4.915 -2.973 4.723 0.102
H 3.300 -0.690 3.515 0.113
H 5.027 -1.060 3.286 0.115
O -4.087 -0.785 -2.906 0.131
C -4.917 -1.622 -2.713 -0.470
O -5.755 -1.595 -1.652 0.035
C -6.562 -2.788 -1.618 -0.143
C -6.564 -3.306 -3.051 -0.151
C -5.190 -2.863 -3.546 -0.069
H -6.108 -3.493 -0.924 0.106
H -7.556 -2.532 -1.261 0.127
H -6.739 -4.379 -3.115 0.103
H -7.343 -2.801 -3.625 0.116
H -4.416 -3.598 -3.319 0.117
H -5.163 -2.621 -4.605 0.123
O 9.436 -3.122 5.287 0.115
C 8.909 -2.884 4.239 -0.491
O 7.613 -3.177 3.991 0.024
C 7.284 -2.879 2.620 -0.140
C 8.318 -1.852 2.177 -0.143
C 9.535 -2.260 3.005 -0.078
H 7.342 -3.804 2.044 0.133
H 6.273 -2.493 2.569 0.089
H 8.483 -1.854 1.102 0.116
H 7.991 -0.853 2.467 0.122
H 10.136 -3.023 2.506 0.127
H 10.170 -1.424 3.285 0.122
O -6.774 -5.938 -0.106 0.129
C -5.976 -6.426 -0.849 -0.488
O -4.968 -5.707 -1.404 0.000
C -4.234 -6.519 -2.338 -0.155
C -4.504 -7.958 -1.917 -0.149
C -5.918 -7.857 -1.349 -0.071
H -4.604 -6.303 -3.344 0.124
H -3.184 -6.245 -2.281 0.130
H -4.399 -8.667 -2.736 0.115
H -3.809 -8.247 -1.128 0.120
H -6.682 -7.979 -2.119 0.131
H -6.111 -8.549 -0.535 0.125
O 0.243 7.732 -3.005 0.121
C 1.244 7.657 -2.355 -0.486
O 1.442 6.696 -1.425 0.014
C 2.681 6.915 -0.727 -0.140
C 3.520 7.772 -1.667 -0.155
C 2.447 8.584 -2.390 -0.079
H 2.458 7.421 0.214 0.130
H 3.128 5.950 -0.508 0.131
H 4.263 8.371 -1.146 0.112
H 4.041 7.133 -2.382 0.116
H 2.188 9.497 -1.851 0.128
H 2.704 8.830 -3.417 0.120

=====

Computed values of E_HOMO (unit: eV) for the preceding records, in sequence: -2.687 -8.363 -5.161 -5.886 -7.771 -8.480 -4.700.